# C3H2I2O

A 3-piece molecular cluster, C3H2I2O overall at a distorted geometry (wB97M-V/def2-TZVPD, the OMol25 dataset).

Output
energy relative to the best compared isomer or geometry (same formula, charge and spin): 1.736 eV
E: -786.030020 Ha
frontier orbital gap: 0.36167 Eh
highest occupied orbital energy: -0.36047 Ha

```
8
C3H2I2O (wB97M-V/def2-TZVPD)
C -2.152 -1.876 0.671
C -2.307 -0.707 0.496
C 0.101 0.557 -1.674
O 1.081 0.998 -1.437
I -2.620 1.319 0.152
I 4.832 1.556 0.148
H -2.366 -2.890 1.003
H 3.430 1.042 0.641
```

Atom charges from the Mulliken analysis, given in e for atoms 1 to 2: atom 1 (C): 0.27, atom 2 (C): -0.83